No. 1
Computed, not measured: a structure of composition C16H10AuClN3O5S, with the ωB97M-V functional and the def2-TZVPD basis.

```
37
C16H10AuClN3O5S, DFT the ωB97M-V functional and the def2-TZVPD basis
Au 0.26360 -0.38591 1.41974
O -5.35141 -1.72108 1.70989
C -5.16862 -0.91780 0.66910
O -6.06115 -0.68751 -0.10379
C -3.79161 -0.33959 0.49182
C -3.40546 0.45653 -0.55051
Cl -4.40734 0.95772 -1.82593
N -2.05821 0.81690 -0.44489
N -1.57572 0.18594 0.70561
C -2.62440 -0.52488 1.28016
C -2.33977 -1.21843 2.47717
O -3.13621 -1.84742 3.18768
O -1.05659 -1.17195 2.90184
C -1.24580 1.71654 -1.16937
C -0.00290 2.09573 -0.65193
C 0.84297 2.94942 -1.34368
C 0.47894 3.47073 -2.57128
C -0.76980 3.13623 -3.07397
C -1.62480 2.28642 -2.39371
H -4.55277 -1.79481 2.29679
H 0.30705 1.77798 0.32889
H 1.79272 3.21791 -0.89703
H 1.13967 4.13302 -3.11429
H -1.10075 3.54815 -4.01939
H -2.57889 2.07340 -2.83301
O 2.27880 -0.40678 1.96895
N 3.13782 -1.14228 1.26323
C 4.41759 -1.11087 1.69598
C 5.38565 -1.83983 1.06877
C 5.03076 -2.63113 -0.02480
C 3.72820 -2.64804 -0.44536
C 2.75389 -1.86846 0.20004
S 1.13124 -1.80594 -0.37875
H 4.57751 -0.48082 2.55697
H 6.40014 -1.79549 1.43608
H 5.77347 -3.23209 -0.53200
H 3.41219 -3.25151 -1.28501
```

Calculated values
* 2S+1: 4
* E_LUMO (alpha / beta): -0.805 / -3.623 eV
* HOMO-LUMO gap (alpha / beta): 5.0 / 5.1 eV
* energy relative to the best compared isomer or geometry (same formula, charge and spin): 33.2 kJ/mol

No. 2
Computed, not measured: a structure of composition C16H10Cl7IN5O6Ru, with the ωB97M-V functional and the def2-TZVPD basis.

```
46
C16H10Cl7IN5O6Ru, DFT the ωB97M-V functional and the def2-TZVPD basis
Ru 0.52893 -0.79452 -0.45150
N 1.02045 -2.54260 0.44873
N 0.10608 -2.87462 1.46580
C -1.13317 -2.32580 1.40878
N -2.00946 -2.66643 2.33121
N -1.28041 -1.49992 0.37435
N -2.52364 -0.89081 0.11798
O -3.47287 -1.15457 0.83835
O -2.54135 -0.17415 -0.84064
H 1.09249 -3.32383 -0.20672
H 1.91054 -2.28354 0.88398
H 0.40741 -3.50008 2.19338
H -1.77444 -3.32695 3.05244
H -2.94163 -2.28603 2.25668
Cl -0.84332 -4.11537 -1.27846
C -0.66518 -2.85262 -2.46792
C -0.16132 -1.57699 -2.16564
C -0.11448 -0.66719 -3.21759
Cl 0.37399 0.92192 -2.79143
C -0.47111 -0.96851 -4.52151
Cl -0.36495 0.22114 -5.74320
C -0.92463 -2.25339 -4.79974
Cl -1.36797 -2.67195 -6.39188
C -1.02278 -3.19549 -3.77049
Cl -1.59185 -4.77062 -4.13547
Cl 4.19518 1.78891 1.38985
C 4.21364 0.58843 0.11319
Cl 5.48257 -0.63554 0.35625
C 2.91734 -0.18352 0.03449
O 2.24053 -0.43554 1.06413
O 2.47463 -0.57778 -1.09382
H 4.40673 1.07589 -0.83454
I -1.66595 6.62647 3.98837
C -1.01539 5.00704 2.87286
C -1.75383 3.82935 2.87825
C -1.31418 2.74614 2.13713
C -0.14724 2.84634 1.38444
C 0.58424 4.02999 1.37860
C 0.15386 5.11079 2.12751
C 0.33908 1.72595 0.57550
O 1.20546 1.78308 -0.29077
O -0.21374 0.53498 0.81814
H -2.66529 3.76141 3.45568
H -1.88369 1.82620 2.13522
H 1.48934 4.09332 0.78883
H 0.72141 6.03103 2.13121
```

Calculated values
* 2S+1: 1
* E_LUMO (alpha / beta): -5.491 / -5.493 eV
* HOMO-LUMO gap (alpha / beta): 5.6 / 5.6 eV
* net charge: +1
* energy relative to the best compared isomer or geometry (same formula, charge and spin): 52.9 kJ/mol

No. 3
Computed, not measured: a structure of composition C16H10ClEuF5, with the ωB97M-V functional and the def2-TZVPD basis.

```
33
C16H10ClEuF5, DFT the ωB97M-V functional and the def2-TZVPD basis
C 0.48142 -1.74595 -1.77081
C -0.54300 -0.85979 -2.27086
C -1.71414 -1.03646 -1.44963
H -0.39213 -0.09005 -3.06456
C -1.41866 -2.00833 -0.42497
C -0.05661 -2.45516 -0.62353
H 0.52659 -3.10409 0.07061
H 1.54140 -1.76774 -2.11252
H -2.64660 -0.43658 -1.51907
H -2.05030 -2.25807 0.46229
Eu 0.32337 -0.11587 0.16382
Cl 2.47748 0.69104 -0.78814
C 0.05696 2.16173 1.27069
C -1.09612 1.42209 1.75658
C -2.04774 1.31852 0.68369
H -1.16926 0.89615 2.73451
C -1.49137 1.97567 -0.47296
C -0.19581 2.49343 -0.11843
H 0.55309 2.91701 -0.82815
H 1.05735 2.22817 1.77405
H -2.99337 0.73049 0.72181
H -1.93100 1.99584 -1.49537
F 2.79792 -2.27276 0.03391
C 2.69503 -1.88361 1.33052
C 1.71886 -1.01941 1.80122
C 1.71224 -0.61148 3.10863
F 0.81659 0.28007 3.60547
C 2.64473 -1.13374 3.99331
F 2.60820 -0.75870 5.27652
C 3.60196 -2.03736 3.54156
F 4.50050 -2.54705 4.40483
C 3.63232 -2.40381 2.20707
F 4.54653 -3.26651 1.75181
```

Calculated values
* 2S+1: 7
* E_LUMO (alpha / beta): 2.836 / 2.840 eV
* HOMO-LUMO gap (alpha / beta): 7.6 / 7.7 eV
* net charge: -1
* energy relative to the best compared isomer or geometry (same formula, charge and spin): 0.4 kJ/mol

No. 4
Computed, not measured: a cluster of 2 separate species, C16H10ClF2N2O6S2 in total, with the ωB97M-V functional and the def2-TZVPD basis.

```
39
C16H10ClF2N2O6S2, DFT the ωB97M-V functional and the def2-TZVPD basis
O -3.30813 2.54740 6.35803
N -2.50432 1.70938 5.89750
O -1.34434 1.58799 6.35416
C -2.89584 0.87600 4.81725
C -1.97867 -0.02668 4.26675
C -2.34369 -0.84530 3.20510
C -3.62322 -0.73024 2.61384
S -4.09934 -1.76092 1.20286
C -3.33951 -0.89350 -0.19704
Cl -4.28044 0.36198 -0.82425
O -3.31243 -2.97841 1.25104
O -5.54463 -1.80937 1.09468
C -4.52480 0.20314 3.15511
C -4.16340 1.00683 4.22994
H -0.98412 -0.08883 4.68790
H -1.62242 -1.58136 2.86689
H -2.40208 -0.50605 0.18463
H -5.53618 0.29193 2.74491
H -4.85915 1.74163 4.63158
F 5.42374 -2.00678 -3.18020
C 4.20615 -1.43615 -2.91567
F 3.83316 -0.68454 -4.00312
S 3.01801 -2.77424 -2.51907
N 1.64159 -1.72172 -2.94297
C 0.82017 -1.87462 -4.12436
O 1.11302 -2.35532 -5.19701
C -0.50720 -1.43765 -3.67955
C -0.46466 -1.32902 -2.29866
C -1.48674 -1.82748 -1.54576
C -2.72936 -1.95161 -2.11552
C -2.88492 -1.80712 -3.48309
C -1.74172 -1.66209 -4.31459
C 0.89042 -1.51645 -1.77019
O 1.25635 -1.60071 -0.60727
H 4.18050 -0.78354 -2.02873
H -1.32675 -1.92827 -0.47519
H -3.54877 -2.03162 -1.36364
H -3.88618 -1.78102 -3.89474
H -1.82765 -1.61029 -5.39971
```

Calculated values
* 2S+1: 1
* E_LUMO: 1.154 eV
* HOMO-LUMO gap: 4.9 eV
* net charge: -1
* energy relative to the best compared isomer or geometry (same formula, charge and spin): 2.5 kJ/mol

No. 5
Computed, not measured: a structure of composition C16H10ClN3NiO4, with the ωB97M-V functional and the def2-TZVPD basis.

```
35
C16H10ClN3NiO4, DFT the ωB97M-V functional and the def2-TZVPD basis
Ni -0.06267 -0.01380 -0.00454
O 2.37941 2.30557 -1.21226
Cl 1.81763 1.78912 -0.02400
O 2.37144 2.34421 1.15048
O 1.92099 0.29965 0.00195
O 0.33298 1.95277 -0.03301
N -7.42306 -7.06791 0.09148
C -6.59250 -6.27421 0.07905
C -5.55016 -5.27797 0.06299
C -4.65956 -5.18833 1.12941
C -3.65594 -4.23599 1.10722
C -3.54329 -3.35924 0.03201
C -4.44094 -3.44928 -1.02792
C -5.43752 -4.40911 -1.01910
C -2.47195 -2.32952 0.01888
C -2.84884 -0.98989 0.01685
C -4.14754 -0.43627 0.12252
C -4.00542 0.93405 0.15722
C -2.62789 1.19117 0.02660
N -1.93921 0.05192 -0.05194
C -1.14875 -2.75690 0.01087
C -0.65165 -4.07977 -0.08399
C 0.72310 -3.99651 -0.12763
C 1.03847 -2.62947 -0.01716
N -0.06943 -1.89142 0.05955
H -4.75693 -5.86426 1.96800
H -2.95680 -4.16295 1.93035
H -4.34841 -2.76864 -1.86442
H -6.12938 -4.49034 -1.84636
H -5.06429 -1.00040 0.19143
H -4.78049 1.67663 0.25233
H -2.12315 2.14464 -0.00693
H -1.25856 -4.97002 -0.13910
H 1.43105 -4.80412 -0.21698
H 2.01219 -2.16422 0.00420
```

Calculated values
* 2S+1: 1
* E_LUMO: -1.526 eV
* HOMO-LUMO gap: 6.8 eV

No. 6
Computed, not measured: a structure of composition C16H10F5N5O2S3Tc, with the ωB97M-V functional and the def2-TZVPD basis.

```
42
C16H10F5N5O2S3Tc, DFT the ωB97M-V functional and the def2-TZVPD basis
Tc 0.29316 -0.42147 0.11568
N 2.42996 -0.73117 -2.58181
C 2.90909 -1.00738 -1.37263
N 2.17805 -0.98052 -0.24730
C 2.96224 -1.27833 0.87639
C 4.24308 -1.55319 0.60082
S 4.55494 -1.39980 -1.09322
C 2.24021 -1.19570 2.13203
C 2.62721 -1.46676 3.38097
S 1.34930 -1.15265 4.50426
C 0.32267 -0.65670 3.22800
N 0.90667 -0.73114 2.01000
N -0.91557 -0.23382 3.44854
H 1.45053 -0.53652 -2.71742
H 3.01388 -0.79388 -3.40056
H 5.03837 -1.80908 1.27998
H 3.58310 -1.82223 3.72571
H -1.28688 -0.19871 4.38495
H -1.51932 0.06931 2.70374
O 2.77163 1.71193 0.16406
C 1.74407 2.16270 -0.24388
C 1.45408 3.56080 -0.73809
C -0.02470 3.59209 -1.10167
C -0.52911 2.18762 -0.89815
O -1.59808 1.71157 -1.14993
N 0.53231 1.38731 -0.34593
H 2.11755 3.75974 -1.58086
H 1.72862 4.26025 0.05125
H -0.23355 3.89456 -2.12701
H -0.60932 4.24501 -0.45171
F -6.32957 -0.75318 -0.68880
C -5.04695 -0.97332 -0.85809
C -4.60596 -1.74200 -1.93229
F -5.47994 -2.24387 -2.77654
C -3.24808 -1.98000 -2.11518
F -2.84469 -2.70768 -3.14254
C -2.31463 -1.45155 -1.23198
S -0.57373 -1.69792 -1.44272
C -2.79914 -0.70002 -0.18815
F -1.85635 -0.18378 0.70305
C -4.12721 -0.43587 0.04198
F -4.50794 0.29530 1.07503
```

Calculated values
* 2S+1: 2
* E_LUMO (alpha / beta): -8.380 / -8.552 eV
* HOMO-LUMO gap (alpha / beta): 6.3 / 6.1 eV
* net charge: +2
* energy relative to the best compared isomer or geometry (same formula, charge and spin): 6.9 kJ/mol

No. 7
Computed, not measured: a structure of composition C16H10F5N5O5STi, with the ωB97M-V functional and the def2-TZVPD basis.

```
43
C16H10F5N5O5STi, DFT the ωB97M-V functional and the def2-TZVPD basis
Ti -0.41394 -0.46331 0.43018
O 1.11016 -1.55449 3.97979
C 0.25017 -0.93092 3.26373
O 0.64825 -0.38886 2.16749
C -1.17056 -1.09384 3.77641
O -1.40141 -2.46533 3.79041
C -2.08937 -2.96542 2.60798
C -1.64044 -2.24508 1.39834
O -2.12865 -1.00489 1.19815
O -0.73786 -2.65571 0.62512
H 2.09172 -1.40440 3.79817
H -1.79556 -0.50109 3.12960
H -1.12499 -0.72810 4.84218
H -1.80903 -4.03204 2.64864
H -3.17085 -2.77442 2.73937
N 3.00724 -2.44660 -1.14269
C 2.52611 -1.74813 -0.08978
N 1.37722 -1.16797 -0.46529
C 1.20659 -1.60726 -1.74554
N 2.16431 -2.40162 -2.17896
C 0.01727 -1.23305 -2.40250
C -0.09560 -1.55948 -3.74633
N -1.21226 -1.28782 -4.43180
C -2.13867 -0.59821 -3.76021
C -2.09762 -0.38942 -2.39039
N -0.96501 -0.52987 -1.70386
H 3.88379 -3.00157 -1.14329
H 3.06199 -1.76919 0.83311
H 0.73605 -2.05069 -4.28256
H -3.04113 -0.28200 -4.36885
H -2.90379 -0.00993 -1.79270
F 2.36467 5.68488 -1.87802
C 1.55061 4.82158 -1.16728
C 2.04527 3.57854 -0.69415
F 3.32278 3.37790 -0.68395
C 1.14093 2.70112 -0.12999
F 1.65282 1.66329 0.57024
C -0.25911 2.98263 0.03715
S -1.44507 1.73506 0.57181
C -0.68290 4.30952 -0.29623
F -1.86651 4.77349 0.14472
C 0.24575 5.18867 -0.89742
F -0.21339 6.47403 -1.16079
```

Calculated values
* 2S+1: 1
* E_LUMO (alpha / beta): -8.901 / -8.937 eV
* HOMO-LUMO gap (alpha / beta): 5.8 / 5.8 eV
* net charge: +2
* energy relative to the best compared isomer or geometry (same formula, charge and spin): 0.0 kJ/mol

No. 8
Computed, not measured: a structure of composition C16H11Cl8NO2PSSn, with the ωB97M-V functional and the def2-TZVPD basis.

```
41
C16H11Cl8NO2PSSn, DFT the ωB97M-V functional and the def2-TZVPD basis
Sn 10.07180 10.82760 12.06650
Cl 14.74466 10.56964 17.48566
C 13.95273 10.36972 15.94440
C 12.55414 10.53776 15.94424
C 11.88764 10.36888 14.72022
Cl 10.06854 10.54021 14.74757
C 12.57215 10.07692 13.55561
O 12.01966 10.11451 12.32735
C 13.95410 9.78057 13.57132
Cl 14.87513 9.48923 12.11624
C 14.63428 9.92830 14.78669
H 12.04141 10.88200 16.82008
H 15.69376 9.82446 14.79746
Cl 11.17770 10.74987 9.51419
C 9.41831 10.68849 9.19583
C 8.66222 10.53642 10.32908
C 7.35960 10.05804 10.25649
Cl 6.43179 9.76562 11.69164
C 6.85258 9.77000 8.97573
Cl 5.18070 9.16061 8.85343
C 7.57434 9.93399 7.80523
Cl 6.99678 9.44083 6.26586
C 8.86615 10.49656 7.91799
Cl 9.86616 10.84701 6.53960
S 9.35030 15.11541 12.07902
C 10.21407 13.77724 12.07839
N 10.92861 12.79319 12.15860
C 9.68961 5.94542 10.72662
P 10.73791 7.12634 11.62520
C 11.21396 6.25636 13.10292
C 12.12810 7.42853 10.57608
O 9.89945 8.40657 11.96662
H 10.01186 4.92525 10.99444
H 9.90240 6.16347 9.67423
H 8.64544 6.08102 10.95075
H 11.86752 5.41587 12.77622
H 10.34542 5.90006 13.63242
H 11.80916 6.84438 13.80059
H 12.78907 6.54831 10.58661
H 12.81023 8.25840 10.86721
H 11.83681 7.72691 9.55448
```

Calculated values
* 2S+1: 1
* E_LUMO: 2.226 eV
* HOMO-LUMO gap: 4.7 eV
* net charge: -1
* energy relative to the best compared isomer or geometry (same formula, charge and spin): 0.0 kJ/mol

Number 1: DFT total energy -58506.2596 eV, largest force on an atom 0.7 eV/A. Number 2: DFT total energy -134819.1642 eV, largest force on an atom 1.1 eV/A. Number 3: DFT total energy -62193.8598 eV, largest force on an atom 2.7 eV/A. Number 4: DFT total energy -71642.1582 eV, largest force on an atom 5.4 eV/A. Number 5: DFT total energy -82972.7099 eV, largest force on an atom 0.4 eV/A. Number 6: DFT total energy -76577.3294 eV, largest force on an atom 0.6 eV/A. Number 7: DFT total energy -81964.0280 eV, largest force on an atom 3.7 eV/A. Number 8: DFT total energy -148492.2316 eV, largest force on an atom 4.9 eV/A.